Here is one molecule with the formula C4H4N2OS at a distorted geometry from the Open Molecules 2025 dataset. Energies are from ωB97M-V/def2-TZVPD.

**Calculated total energy**: -737.7694 Eh
**Total charge**: 0
**LUMO energy**: 0.22 eV
**Frontier orbital gap**: 8.2 eV
**ΔE to the lowest compared entry with this formula, charge and spin**: 0.0 kcal/mol
**SMILES string**: Oc1nc(=S)cc[nH]1

Last column: Mulliken charge in e.
Element x y z (Å)
O -1.793 -1.731 -0.002  -0.496
C -0.765 -0.869 0.007  0.519
N 0.448 -1.287 -0.005  -0.539
C 1.476 -0.365 0.002  0.215
S 3.066 -0.841 0.001  -0.320
C 1.111 1.039 -0.006  -0.490
C -0.185 1.401 0.001  -0.212
N -1.160 0.423 -0.003  -0.048
H -1.399 -2.622 -0.006  0.385
H 1.880 1.757 -0.010  0.448
H -0.545 2.450 0.007  0.316
H -2.134 0.646 0.015  0.221

***

Here is one molecule with the formula C4H4N2S at a distorted geometry from the Open Molecules 2025 dataset. Energies are from ωB97M-V/def2-TZVPD.

**Calculated total energy**: -662.4341 Eh
**Total charge**: 0
**LUMO energy**: 0.43 eV
**Frontier orbital gap**: 8.4 eV
**ΔE to the lowest compared entry with this formula, charge and spin**: 57.4 kcal/mol
**SMILES string**: C=N/C=C\N=C=S

Last column: Mulliken charge in e.
Element x y z (Å)
C -1.195 -1.519 -0.093  -0.148
N -1.323 -0.464 0.562  -0.414
C -1.061 0.838 0.301  -0.249
C 0.202 1.277 0.018  -0.166
N 1.216 0.427 0.044  -0.192
C 2.392 0.222 -0.087  0.362
S 3.785 -0.522 -0.154  -0.336
H -1.153 -1.652 -1.224  0.210
H -1.302 -2.510 0.335  0.248
H -1.836 1.531 0.157  0.390
H 0.275 2.372 0.141  0.295

***

Here is one molecule with the formula C4H4N2S at a distorted geometry from the Open Molecules 2025 dataset. Energies are from ωB97M-V/def2-TZVPD.

**Calculated total energy**: -662.4365 Eh
**Total charge**: 0
**LUMO energy**: 0.07 eV
**Frontier orbital gap**: 8.9 eV
**ΔE to the lowest compared entry with this formula, charge and spin**: 55.9 kcal/mol
**SMILES string**: [H]/N=c1/cnccs1

Last column: Mulliken charge in e.
Element x y z (Å)
H -3.093 0.223 -0.030  0.253
N -2.403 0.881 0.005  -0.618
C -1.277 0.328 0.019  0.410
C 0.129 1.338 0.108  0.074
N 1.332 0.924 0.121  -0.486
C 1.675 -0.437 0.036  -0.114
C 0.823 -1.478 -0.039  -0.344
S -0.885 -1.382 0.127  -0.124
H -0.131 2.492 0.147  0.300
H 2.777 -0.383 -0.131  0.342
H 1.054 -2.506 -0.362  0.307

***

Here is a 2-piece molecular cluster, C4H4N2S overall at a distorted geometry from the Open Molecules 2025 dataset. Energies are from ωB97M-V/def2-TZVPD.

**Calculated total energy**: -662.3275 Eh
**Total charge**: 0
**LUMO energy**: -0.52 eV
**Frontier orbital gap**: 8.1 eV
**ΔE to the lowest compared entry with this formula, charge and spin**: 124.3 kcal/mol

Last column: Mulliken charge in e.
Element x y z (Å)
C -2.658 0.162 -0.164  0.247
C 2.453 0.031 0.617  0.200
C -3.363 -0.919 -0.244  -0.460
C 3.321 1.001 0.306  -0.570
N 0.634 -1.278 -0.095  -0.683
N 1.482 -0.567 0.095  0.538
S -1.968 1.539 -0.100  -0.332
H -2.817 -1.915 -0.321  0.231
H -4.395 -0.949 -0.398  0.314
H 3.893 1.557 0.975  0.277
H 3.418 1.338 -0.670  0.240

***

Here is a 2-piece molecular cluster, C4H4N2S overall at a distorted geometry from the Open Molecules 2025 dataset. Energies are from ωB97M-V/def2-TZVPD.

**Calculated total energy**: -662.3801 Eh
**Total charge**: 0
**LUMO energy**: -0.11 eV
**Frontier orbital gap**: 8.0 eV
**ΔE to the lowest compared entry with this formula, charge and spin**: 91.3 kcal/mol

Last column: Mulliken charge in e.
Element x y z (Å)
C 1.466 1.167 0.212  -0.725
C 2.115 -0.104 0.095  -0.228
C 0.243 1.179 -0.393  0.463
C -2.674 -0.427 -0.102  -0.248
N -0.873 1.139 -0.867  -0.468
N -2.441 -1.537 0.180  -0.023
S 1.407 -1.545 -0.330  -0.326
H 1.912 1.955 0.567  0.508
H 3.059 -0.166 0.536  0.335
H -1.821 0.817 -0.435  0.410
H -2.391 -2.479 0.537  0.302

***

Here is one molecule with the formula C4H4N2S at a distorted geometry from the Open Molecules 2025 dataset. Energies are from ωB97M-V/def2-TZVPD.

**Calculated total energy**: -662.4193 Eh
**Total charge**: 0
**LUMO energy**: -0.32 eV
**Frontier orbital gap**: 8.2 eV
**ΔE to the lowest compared entry with this formula, charge and spin**: 66.7 kcal/mol
**SMILES string**: [H]/N=C/N=C\C=C=S

Last column: Mulliken charge in e.
Element x y z (Å)
H 0.919 -1.957 -1.498  0.222
N 0.476 -1.064 -1.169  -0.608
C -0.510 -1.315 -0.452  0.095
N -1.418 -0.397 -0.141  -0.565
C -1.158 0.805 0.110  -0.009
C 0.173 1.306 0.497  -0.006
C 1.315 0.711 0.789  0.199
S 2.712 0.170 0.992  -0.349
H -0.814 -2.212 0.036  0.377
H -1.918 1.533 -0.010  0.410
H 0.224 2.419 0.846  0.234

***

Here is one molecule with the formula C4H4N2S at a distorted geometry from the Open Molecules 2025 dataset. Energies are from ωB97M-V/def2-TZVPD.

**Calculated total energy**: -662.3697 Eh
**Total charge**: 0
**LUMO energy (alpha / beta)**: -1.46 / -1.46 eV
**Frontier orbital gap (alpha / beta)**: 7.3 / 7.3 eV
**ΔE to the lowest compared entry with this formula, charge and spin**: 97.8 kcal/mol

Last column: Mulliken charge in e.
Element x y z (Å)
C -1.410 -2.827 -1.199  0.415
C -0.095 0.409 0.314  -0.232
C -1.450 0.545 0.153  -0.124
C 0.738 -0.359 -0.418  -0.505
N -1.533 -3.973 -1.185  -0.488
N -1.151 -1.560 -1.071  -0.388
S -2.332 -0.602 -0.674  0.081
H 0.167 1.135 1.225  0.181
H -1.996 1.414 0.500  0.351
H 0.565 -0.851 -1.384  0.405
H 1.687 -0.654 -0.073  0.304

***

Here is C4H4N2S as an isolated structure at a distorted geometry from the Open Molecules 2025 dataset. Energies are from ωB97M-V/def2-TZVPD.

**Calculated total energy**: -662.4162 Eh
**Total charge**: 0
**LUMO energy**: 0.84 eV
**Frontier orbital gap**: 9.2 eV
**ΔE to the lowest compared entry with this formula, charge and spin**: 68.7 kcal/mol

Last column: Mulliken charge in e.
Element x y z (Å)
C -1.586 0.749 0.087  -0.513
C -0.373 -1.181 -0.086  0.416
C 1.123 0.527 -0.121  -0.393
C -0.242 0.239 -0.082  0.112
H -1.781 1.223 1.026  0.256
H -2.092 1.449 -0.621  0.298
H 2.726 -0.810 -0.173  0.282
H 1.896 1.404 -0.151  0.291
N 0.800 -1.812 0.039  -0.745
N 1.650 -0.726 0.119  0.148
S -2.121 -1.061 -0.037  -0.151